Record 1
{"formula": "C41H38Br9N7O6", "method": "the ωB97M-V functional and the def2-TZVPD basis", "elements": ["C", "Br", "Br", "Br", "H", "C", "Br", "Br", "Br", "H", "C", "Br", "Br", "Br", "H", "C", "C", "C", "C", "C", "C", "N", "O", "O", "H", "H", "H", "H", "H", "C", "C", "C", "C", "C", "C", "N", "O", "O", "H", "H", "H", "H", "H", "C", "C", "C", "C", "C", "C", "N", "O", "O", "H", "H", "H", "H", "H", "N", "C", "C", "C", "C", "C", "H", "H", "H", "H", "H", "N", "C", "C", "C", "C", "C", "H", "H", "H", "H", "H", "N", "C", "C", "C", "C", "C", "H", "H", "H", "H", "H", "N", "C", "C", "C", "C", "C", "H", "H", "H", "H", "H"], "xyz": [[-5.526, -0.863, -6.104], [-4.362, -0.565, -7.722], [-4.417, -1.081, -4.468], [-6.645, -2.470, -6.419], [-6.202, -0.011, -6.026], [-5.892, -3.356, 2.694], [-6.249, -1.511, 2.046], [-7.122, -4.656, 1.917], [-6.241, -3.226, 4.688], [-4.883, -3.740, 2.545], [-2.770, -6.889, -2.072], [-4.462, -5.851, -2.355], [-1.358, -6.271, -3.238], [-3.018, -8.880, -2.393], [-2.396, -6.735, -1.060], [6.202, -4.312, -1.891], [6.593, -5.662, -1.972], [5.651, -6.667, -1.611], [4.344, -6.333, -1.147], [3.998, -4.994, -1.175], [4.934, -3.995, -1.534], [3.395, -7.409, -0.692], [2.340, -7.059, -0.268], [3.711, -8.580, -0.826], [6.799, -3.476, -2.224], [7.549, -5.916, -2.405], [5.978, -7.697, -1.606], [2.999, -4.685, -0.903], [4.574, -2.979, -1.600], [-4.167, 8.535, -4.085], [-4.181, 8.374, -2.692], [-3.963, 7.160, -2.166], [-3.707, 6.019, -2.965], [-3.674, 6.196, -4.389], [-3.890, 7.469, -4.933], [-3.422, 4.702, -2.455], [-3.884, 4.314, -1.415], [-2.588, 4.035, -3.111], [-4.241, 9.546, -4.456], [-4.389, 9.188, -2.014], [-3.969, 7.031, -1.093], [-3.560, 5.337, -5.034], [-3.934, 7.667, -5.994], [1.810, 3.687, 1.526], [2.038, 4.092, 2.841], [1.626, 5.345, 3.222], [0.972, 6.249, 2.358], [0.803, 5.854, 0.967], [1.249, 4.579, 0.607], [0.504, 7.594, 2.838], [0.134, 8.403, 1.953], [0.823, 7.908, 3.985], [2.262, 2.791, 1.129], [2.554, 3.486, 3.571], [1.848, 5.635, 4.239], [0.448, 6.613, 0.285], [1.179, 4.229, -0.412], [-2.969, 3.569, 8.352], [-3.532, 2.349, 8.517], [-4.025, 1.462, 7.538], [-4.087, 2.026, 6.244], [-3.568, 3.341, 5.967], [-2.961, 3.969, 7.049], [-3.584, 1.970, 9.527], [-4.514, 0.545, 7.829], [-4.490, 1.421, 5.445], [-3.561, 3.735, 4.961], [-2.521, 4.950, 6.953], [4.032, -0.813, -6.042], [3.875, -1.623, -7.138], [2.781, -2.405, -7.411], [1.689, -2.500, -6.518], [1.732, -1.605, -5.411], [2.886, -0.767, -5.296], [4.690, -1.521, -7.839], [2.796, -3.022, -8.298], [0.868, -3.183, -6.677], [0.906, -1.536, -4.718], [2.946, -0.038, -4.501], [-1.003, -2.765, 2.979], [-0.931, -1.414, 3.381], [-1.042, -0.366, 2.533], [-1.171, -0.566, 1.174], [-1.203, -1.897, 0.731], [-1.104, -2.930, 1.665], [-0.881, -1.134, 4.423], [-1.051, 0.624, 2.965], [-1.062, 0.306, 0.545], [-1.326, -1.978, -0.339], [-1.194, -3.976, 1.409], [5.273, -1.428, 2.385], [6.523, -1.949, 2.548], [6.706, -3.212, 3.143], [5.626, -3.762, 3.796], [4.397, -3.135, 3.771], [4.232, -2.004, 3.031], [7.353, -1.419, 2.105], [7.703, -3.627, 3.146], [5.774, -4.727, 4.259], [3.554, -3.549, 4.303], [3.238, -1.581, 3.028]], "atomic_forces_ev_per_a": [[0.674, -0.897, -0.540], [-0.800, -0.104, 1.233], [-0.832, 0.273, -1.114], [0.604, 0.921, 0.273], [0.366, -0.206, 0.166], [-1.328, 0.533, 1.145], [0.575, -1.235, -0.064], [0.510, 0.530, 0.163], [0.466, -0.385, -1.220], [-0.160, 0.579, -0.027], [-0.435, -0.598, -0.707], [1.258, -0.868, 0.314], [-0.306, 0.033, 0.154], [-0.015, 1.659, 0.436], [-0.481, -0.197, -0.183], [0.649, -0.633, -0.697], [-1.740, -0.201, 0.277], [0.348, 0.678, 0.482], [2.023, 0.129, -0.748], [-0.186, 0.384, 0.317], [-1.999, -0.787, 0.439], [1.241, -0.316, -1.151], [-1.407, 0.909, 0.730], [0.600, 0.470, -0.044], [0.570, -0.260, 0.024], [0.070, -0.217, 0.271], [-0.185, -0.115, -0.137], [-0.097, -0.099, 0.068], [0.086, 0.095, 0.193], [0.665, 0.268, 0.596], [-0.359, 1.113, -1.336], [0.469, -3.320, 1.127], [-0.401, 2.280, -2.509], [-0.361, 0.052, 1.293], [-0.464, -0.040, 0.875], [2.306, -1.344, -0.684], [-0.661, 0.357, 0.456], [-1.377, 0.941, 0.597], [-0.307, -0.029, -0.313], [0.067, 0.208, -0.178], [-0.014, -0.095, 0.135], [0.239, -0.034, 0.073], [0.223, -0.367, -0.107], [0.646, 0.786, -0.016], [-0.243, -0.186, -0.943], [-0.776, 1.591, 0.568], [-0.189, -1.860, -1.676], [0.583, 0.533, 2.534], [-0.294, 0.200, 0.241], [2.320, 1.416, -1.255], [-0.040, -1.783, 1.956], [-1.199, -0.487, -1.183], [-0.287, -0.341, 0.186], [0.015, -0.181, -0.136], [-0.227, 0.289, 0.065], [-0.228, -0.276, -0.179], [-0.104, 0.266, -0.173], [-0.916, -1.814, -1.717], [0.339, -0.370, 0.385], [-0.002, 2.883, -0.885], [0.590, 0.390, 0.162], [-0.041, -2.491, 1.534], [-0.338, 0.898, 0.784], [0.148, 0.260, 0.383], [0.263, -0.137, -0.189], [-0.167, 0.097, -0.210], [-0.023, 0.135, 0.110], [0.156, 0.131, -0.386], [-2.968, -1.029, -0.742], [0.783, 1.452, 1.066], [-1.016, -0.904, 0.421], [1.356, 1.699, 0.889], [1.300, -0.178, -1.732], [0.543, -0.769, 0.061], [0.132, -0.431, -0.137], [-0.017, 0.016, -0.126], [-0.027, 0.032, -0.056], [0.095, 0.112, 0.103], [-0.190, -0.011, 0.273], [0.522, 3.166, 0.677], [-0.652, -2.785, -0.093], [-0.070, 0.859, -0.106], [0.776, -1.130, 0.120], [-0.025, 1.836, -0.200], [-0.569, -0.184, 0.444], [0.160, -0.796, 0.338], [0.148, 0.188, -0.099], [-0.553, -0.195, -0.495], [0.115, -0.864, -0.034], [0.118, -0.084, -0.561], [0.585, 0.311, 0.684], [-2.199, -0.956, -0.275], [0.190, 1.720, -0.106], [0.515, -0.820, -0.204], [-0.195, -0.937, 0.595], [1.404, 0.425, -0.491], [-0.066, 0.155, -0.144], [-0.061, -0.281, 0.127], [-0.240, -0.040, 0.291], [-0.042, -0.104, 0.041], [0.064, 0.514, -0.569]], "orbital_gap_ha": 0.325, "total_charge": 0, "mol_weight_g_mol": 1443.9, "e_homo_ev": -9.712}

---

Record 2
{"formula": "C4H5NO", "method": "the ωB97M-V functional and the def2-TZVPD basis", "elements": ["O", "C", "N", "C", "C", "C", "H", "H", "H", "H", "H"], "xyz": [[-0.395, -0.151, -2.043], [0.375, 0.348, -1.262], [1.040, -0.415, -0.255], [-0.011, -1.155, 0.471], [-0.864, -0.009, 0.841], [-1.137, 1.155, 0.982], [0.578, 1.436, -1.272], [1.572, 0.141, 0.416], [-0.442, -1.891, -0.211], [0.351, -1.677, 1.362], [-1.066, 2.218, 0.968]], "atomic_forces_ev_per_a": [[0.432, 0.231, 0.387], [0.482, -0.330, -0.357], [0.149, -0.095, -0.448], [-0.064, 0.072, 0.033], [-0.763, 0.372, 0.749], [0.292, -0.464, 0.071], [0.389, -0.305, -0.070], [-0.273, 0.079, -0.530], [-0.232, 0.279, 0.221], [0.199, 0.132, -0.283], [-0.610, 0.029, 0.228]], "orbital_gap_ha": 0.393, "smiles": "C#CCNC=O", "total_charge": 0, "mol_weight_g_mol": 83.1, "e_homo_ev": -9.807}

---

Record 3
{"formula": "C6H8CrO5S", "method": "the ωB97M-V functional and the def2-TZVPD basis", "elements": ["Cr", "C", "O", "C", "O", "C", "O", "C", "O", "H", "H", "C", "S", "C", "O", "H", "H", "H", "H", "H", "H"], "xyz": [[-0.248, 1.074, -0.162], [-0.096, 2.575, 0.922], [0.050, 3.576, 1.508], [-0.206, 2.028, -1.764], [-0.089, 2.806, -2.622], [-2.099, 1.414, -0.191], [-3.186, 1.820, -0.269], [1.626, 1.137, -0.202], [2.782, 1.287, -0.189], [-0.803, -0.947, -2.769], [-0.704, -0.469, -3.340], [0.326, -1.099, 2.220], [-0.426, -1.037, 0.558], [0.703, -2.111, -0.359], [-1.747, -1.724, 0.634], [1.419, -1.111, 2.160], [-0.061, -2.014, 2.684], [0.012, -0.209, 2.781], [0.089, -2.775, -0.971], [1.377, -1.545, -1.008], [1.280, -2.677, 0.379]], "atomic_forces_ev_per_a": [[-0.715, -3.017, 0.296], [1.080, 8.302, 5.771], [-0.788, -5.044, -2.968], [0.809, 5.482, -7.654], [-0.641, -3.705, 3.935], [-8.842, 2.420, -0.456], [5.196, -2.126, 0.441], [9.367, 0.489, 0.082], [-5.721, -0.765, -0.113], [-0.004, 0.147, -0.137], [-0.011, -0.134, 0.158], [0.015, 0.571, -0.151], [-0.597, -4.004, 1.420], [0.297, 0.036, 0.007], [1.112, 1.552, -0.354], [-0.160, -0.058, -0.120], [0.013, 0.145, -0.161], [-0.106, -0.328, -0.011], [-0.092, 0.089, 0.126], [-0.063, -0.026, 0.105], [-0.149, -0.026, -0.216]], "orbital_gap_ha": [0.337, 0.230], "multiplicity": 5, "total_charge": 2, "mol_weight_g_mol": 244.2, "e_homo_ev": [-18.403, -18.445]}

---

The records above yield energy values of -696217.88716, -7763.63207, -55822.30842 eV, respectively.
The records above yield strongest force on any atom values of 3.54, 1.13, 10.17 eV/Å, respectively.